# 1
Formula: C2H2I2S2
Source: the Open Molecules 2025 dataset
Level of theory: ωB97M-V/def2-TZVPD

Structure (XYZ):
```
8
Properties=species:S:1:pos:R:3:forces:R:3
C 0.2829 0.8732 -0.6045 1.224 2.603 -2.539
C 0.3351 -0.2008 0.3425 2.605 0.367 5.758
H -1.7006 -1.1849 0.6320 -0.896 -0.511 -0.388
H 1.0961 0.1378 1.3721 -1.448 -0.812 -3.653
I -1.3380 0.6969 -1.9812 0.071 -0.045 0.166
I 1.0392 -2.0774 -0.3313 0.129 0.086 -0.312
S -1.0787 -0.3548 1.4311 -0.252 0.177 0.144
S 1.3640 2.1101 -0.8606 -1.433 -1.866 0.824
```
Forces are in eV/Å.

The LUMO energy is -1.519 eV. The calculation puts the frontier orbital gap at 7.561 eV. For the relative energy (zero: lowest compared OMol25 entry of this formula, charge and spin), the calculation gives 17.84 kcal per mole. For the energy, the calculation gives -1469.0989 a.u.

***

# 2
Formula: C33H21BCl5IN7O3SV
Source: the Open Molecules 2025 dataset
Level of theory: ωB97M-V/def2-TZVPD

Structure (XYZ):
```
73
Properties=species:S:1:pos:R:3:forces:R:3
H -1.6220 -4.2317 -3.1618 -0.012 0.015 0.012
C 3.5104 1.8982 3.3874 0.013 0.019 0.019
H -6.0416 -2.3426 0.4782 0.005 -0.004 0.000
H -2.7441 -2.0484 -2.8943 -0.014 0.041 -0.020
H 3.2730 -0.6176 -0.2972 0.003 -0.017 0.001
O -0.4738 2.2061 0.4719 -0.107 -0.170 -0.057
B -2.9381 -0.8521 -3.0105 0.077 -0.098 -0.051
H -1.9557 -3.6579 -1.0017 -0.015 -0.011 -0.001
Cl -0.2069 5.0640 -0.0196 0.025 0.027 -0.014
H 4.0207 -0.8419 -1.9025 -0.009 0.028 0.008
C 0.3234 -3.7897 -2.3611 -0.094 -0.056 -0.040
C -2.7072 -2.4133 1.0568 -0.117 -0.071 0.197
C 1.6530 1.5949 -2.3242 -0.020 -0.004 0.096
V 0.1661 0.5754 0.1054 0.332 -0.084 -0.113
C -5.1367 -2.5631 2.4111 -0.019 0.001 -0.028
H -6.0787 -2.6181 2.9399 0.003 -0.003 -0.002
N 5.7261 3.9895 -0.3390 -0.008 -0.016 -0.075
H 2.6228 2.3971 -4.0510 0.003 0.005 0.005
C -1.8505 -0.1912 -2.1198 -0.086 0.133 0.004
C -1.2323 -2.9382 -0.6230 -0.082 -0.151 -0.025
C 4.6939 3.2511 0.0345 0.042 0.030 0.115
C 1.5157 0.6708 2.9139 -0.022 0.014 -0.082
N 1.5938 0.9743 1.6250 0.011 0.015 0.095
N 2.5816 -3.0054 -2.5184 0.079 0.040 0.076
O 0.8601 -1.0112 -0.0816 -0.042 0.365 0.032
C 2.6154 1.7302 1.1747 -0.038 -0.060 0.050
C 2.6486 1.9874 -0.2606 -0.025 -0.045 -0.061
I -0.9488 -2.6260 3.5257 -0.044 -0.016 -0.010
H 4.2651 2.2682 4.0692 0.001 -0.002 -0.006
H -3.8851 -2.1900 -0.7187 0.002 -0.023 0.028
C -5.1147 -2.4131 1.0318 -0.019 -0.006 0.024
N 5.6637 3.5692 2.0847 -0.009 -0.038 0.063
H 0.6778 0.0532 3.2196 0.002 0.007 -0.013
N 1.6556 1.4469 -1.0031 -0.093 0.088 0.119
H -4.0032 -0.5115 -2.5533 0.016 0.008 -0.023
N -1.4651 -2.2582 0.4199 0.114 0.145 0.041
H 4.2771 -2.0252 -0.6310 0.009 -0.004 -0.036
C 3.6750 2.7173 -0.8475 -0.003 -0.007 -0.034
C 3.5421 -1.3432 -1.0607 -0.015 -0.017 0.011
H -3.9597 -2.7582 4.1971 0.003 0.001 -0.004
N -1.0503 0.2908 -1.4288 0.077 -0.044 0.017
C -3.6662 4.3672 1.8957 -0.003 0.021 0.000
H 4.4621 3.4399 -2.7094 -0.001 -0.006 0.004
C 3.6691 2.8745 -2.2371 0.004 0.019 0.000
C 1.5898 -3.7831 -2.9281 -0.044 -0.023 0.008
Cl -5.0027 5.2564 2.4883 0.016 -0.015 -0.005
C -2.7413 -2.5477 2.4478 0.000 0.045 -0.118
C -3.6285 2.9812 2.0562 -0.037 -0.002 0.020
H 2.3665 0.8512 4.8706 -0.003 0.003 -0.004
C -1.5298 4.3072 0.7702 0.031 -0.076 -0.031
C 1.0923 -2.0167 -0.9637 -0.225 -0.224 -0.141
H 1.8168 -4.4605 -3.7449 0.005 0.013 0.000
H 0.8295 1.1453 -2.8614 -0.012 -0.009 0.016
C -1.4999 2.9232 0.9186 0.019 0.162 -0.037
C 4.6579 3.0082 1.4338 0.039 0.047 -0.092
Cl -2.3974 0.5701 1.7209 0.069 -0.181 0.027
H -0.3885 -6.2961 -1.6849 -0.002 0.007 -0.010
C -2.5424 2.2741 1.5651 0.016 0.033 -0.002
O -1.1192 -5.6972 -1.8706 0.007 0.015 -0.005
C 3.6009 2.2143 2.0282 -0.014 -0.003 -0.013
C -0.7185 -4.7635 -2.8634 0.018 -0.002 0.043
C -2.6136 5.0292 1.2544 -0.026 0.029 0.010
H -0.3363 -5.2687 -3.7531 0.026 -0.009 -0.013
C 2.6575 2.3030 -2.9754 0.035 0.013 -0.032
Cl -2.6519 6.7296 1.0637 -0.003 -0.008 0.001
C 0.0605 -2.8873 -1.3274 0.061 0.042 -0.007
Cl -4.8968 2.1485 2.8472 -0.006 -0.010 0.003
C 2.3601 -2.1391 -1.5360 0.081 0.073 0.002
H -2.7489 -0.4687 -4.1395 -0.028 -0.014 0.022
C -3.9475 -2.6380 3.1225 0.041 0.012 0.013
C -3.9083 -2.3448 0.3544 0.004 0.021 -0.021
S 6.5638 4.3318 0.9910 -0.043 -0.013 -0.002
C 2.4644 1.1197 3.8287 0.052 0.004 0.047
```
Forces are in eV/Å.

As for the expectation value of S²: 0.78. The spin multiplicity is 2. The LUMO energy (alpha / beta) is -5.082 / -4.505 eV. The calculation puts the frontier orbital gap (alpha / beta) at 5.794 / 6.378 eV. For the relative energy (zero: lowest compared OMol25 entry of this formula, charge and spin), the calculation gives 0.00 kcal per mole. For the energy, the calculation gives -5844.7481 a.u. The charge is +1.